Computed, not measured: a cluster of 2 separate species, H2NP in total, with ωB97M-V with the def2-TZVPD basis set.

XYZ file:
```
4
Properties=species:S:1:pos:R:3:forces:R:3:lowdin_charge:R:1
P 0.761133 -0.123027 0.296946 0.9 1.7 -2.4 0.585
N -0.765205 -0.241391 0.337218 -1.4 0.0 -0.1 -0.463
H -1.441393 0.946994 -1.393279 0.2 -0.3 0.5 0.076
H 1.168554 -0.840564 1.351558 0.3 -1.4 2.0 -0.197
```
Positions in Å, forces in eV/Å.

The value obtained for the total energy is -397.10028 Eh. As for the HOMO energy (alpha / beta): -9.84 / -9.70 eV. The HOMO-LUMO gap (alpha / beta) comes out at 0.320 / 0.336 hartree. As for the LUMO energy (alpha / beta): -1.1 / -0.6 eV. The value obtained for the energy above the lowest of the compared OMol25 structures with the same formula, charge and spin is 99.4 kcal/mol.

Computed, not measured: a cluster of 2 separate species, H2NP in total, with ωB97M-V with the def2-TZVPD basis set.

XYZ file:
```
4
Properties=species:S:1:pos:R:3:forces:R:3:lowdin_spin:R:1
P -0.660157 0.221032 -0.242453 -0.2 0.0 0.0 0.260
N 0.614012 -0.146579 0.523412 -0.3 0.8 0.8 0.870
H -1.187629 1.371029 0.458407 0.1 0.0 0.0 0.115
H 1.233774 -1.445482 -0.739366 0.5 -0.8 -0.8 0.755
```
Positions in Å, forces in eV/Å.

The expectation value of S² is 2.023. The value obtained for the total energy is -397.08161 Eh. As for the HOMO energy (alpha / beta): -8.47 / -11.59 eV. The HOMO-LUMO gap (alpha / beta) comes out at 0.281 / 0.344 hartree. The multiplicity is 3. As for the LUMO energy (alpha / beta): -0.8 / -2.2 eV. The value obtained for the energy above the lowest of the compared OMol25 structures with the same formula, charge and spin is 43.2 kcal/mol.

Computed, not measured: the molecule H2O, with ωB97M-V with the def2-TZVPD basis set.

XYZ file:
```
3
Properties=species:S:1:pos:R:3:forces:R:3:lowdin_charge:R:1
O 0.097636 -0.037319 -0.373540 0.4 -0.5 0.8 -0.082
H 0.511057 -0.487354 0.403054 -0.7 0.7 -0.9 0.053
H -0.608694 0.524672 -0.029514 0.2 -0.2 0.1 0.030
```
Positions in Å, forces in eV/Å.

The value obtained for the total energy is -76.43281 Eh. As for the HOMO energy: -11.58 eV. The HOMO-LUMO gap comes out at 0.465 hartree. Its SMILES is O. As for the LUMO energy: 1.1 eV. The value obtained for the energy above the lowest of the compared OMol25 structures with the same formula, charge and spin is 0.5 kcal/mol.

Computed, not measured: the molecule H2O2S2, with ωB97M-V with the def2-TZVPD basis set.

XYZ file:
```
6
Properties=species:S:1:pos:R:3:forces:R:3:lowdin_charge:R:1
S -0.237124 1.278951 -0.643452 2.4 -1.5 2.4 0.498
S -1.190158 -0.057952 0.399554 -0.2 0.7 -0.7 0.494
O -0.966871 -1.522112 -0.377793 0.0 0.6 -0.3 -0.497
O 1.483360 0.995832 0.378435 -6.0 -2.2 0.8 -0.412
H 2.094353 1.484736 -0.040586 3.7 2.9 -2.6 -0.100
H -1.183558 -2.179453 0.283842 0.0 -0.5 0.3 0.017
```
Positions in Å, forces in eV/Å.

The value obtained for the total energy is -947.97638 Eh. As for the HOMO energy: -9.53 eV. The HOMO-LUMO gap comes out at 0.328 hartree. Its SMILES is OSSO. As for the LUMO energy: -0.6 eV. The value obtained for the energy above the lowest of the compared OMol25 structures with the same formula, charge and spin is 27.9 kcal/mol.

Computed, not measured: a cluster of 2 separate species, H2O4S in total, with ωB97M-V with the def2-TZVPD basis set.

XYZ file:
```
7
Properties=species:S:1:pos:R:3:forces:R:3:lowdin_charge:R:1
S -0.960540 -1.061626 -0.974940 1.9 -1.8 -1.5 0.895
O 0.758055 0.996598 1.809269 -0.6 0.1 -0.1 -0.067
O 0.653632 0.571824 0.428768 0.2 1.0 0.4 -0.190
O -0.048591 -1.685978 -1.928725 -0.6 0.9 1.4 -0.417
O -2.293786 -0.951533 -1.424426 -1.7 0.4 -0.2 -0.409
H 1.658546 0.766756 2.069997 0.2 -0.1 -0.5 0.091
H 0.232683 1.363959 0.020057 0.5 -0.5 0.5 0.098
```
Positions in Å, forces in eV/Å.

The value obtained for the total energy is -700.22137 Eh. As for the HOMO energy: -10.87 eV. The HOMO-LUMO gap comes out at 0.364 hartree. As for the LUMO energy: -1.0 eV. The value obtained for the energy above the lowest of the compared OMol25 structures with the same formula, charge and spin is 4.7 kcal/mol.

Computed, not measured: the molecule H2O4S3, with ωB97M-V with the def2-TZVPD basis set.

XYZ file:
```
9
Properties=species:S:1:pos:R:3:forces:R:3:lowdin_charge:R:1
S 2.784541 1.356996 -0.491331 -1.2 0.3 0.3 0.673
S -0.077454 2.236740 0.182332 1.4 -1.3 -0.5 0.880
S 2.828817 -0.522341 0.440867 0.3 -2.6 -1.2 0.687
O 1.402566 1.520592 0.554030 -0.1 1.2 0.3 -1.036
O -0.618971 1.071441 -0.816514 -0.6 -0.6 0.4 -0.464
O 3.916165 -1.334624 -0.111137 -0.1 0.8 0.6 -0.506
O 1.478846 -1.148319 -0.280014 -1.0 1.4 0.5 -0.375
H 1.328057 -2.035098 -0.618367 1.1 -0.3 0.1 0.079
H -0.794148 0.231552 -0.317150 0.2 1.1 -0.4 0.061
```
Positions in Å, forces in eV/Å.

The value obtained for the total energy is -1496.61406 Eh. As for the HOMO energy: -9.28 eV. The HOMO-LUMO gap comes out at 0.315 hartree. As for the LUMO energy: -0.7 eV. The value obtained for the energy above the lowest of the compared OMol25 structures with the same formula, charge and spin is 17.2 kcal/mol.

Computed, not measured: a structure of composition H2O5P2, with ωB97M-V with the def2-TZVPD basis set.

XYZ file:
```
9
Properties=species:S:1:pos:R:3:forces:R:3:lowdin_charge:R:1
P -1.006701 0.140474 1.103642 0.8 -3.9 2.7 0.400
P 1.031260 0.005782 0.076288 0.8 -4.5 -0.4 0.016
O 2.324299 0.095902 0.761516 2.1 0.0 2.1 -0.463
O 0.878365 1.310722 -0.730153 -1.3 2.0 -1.6 -0.258
O -1.528012 1.222853 0.263422 -1.7 3.7 -2.5 -0.627
O -1.609534 -1.292489 0.335908 -0.1 0.5 1.2 -0.459
O 0.911790 -1.198201 -0.892780 -0.6 0.4 0.6 -0.500
H -0.889642 -1.452426 -0.277991 0.8 -0.6 -1.0 -0.080
H -0.111828 1.167385 -0.639852 -0.7 2.2 -1.1 -0.030
```
Positions in Å, forces in eV/Å.

The value obtained for the total energy is -1060.21815 Eh. As for the HOMO energy: 1.12 eV. The HOMO-LUMO gap comes out at 0.229 hartree. As for the LUMO energy: 7.4 eV. As for the charge: -2. The value obtained for the energy above the lowest of the compared OMol25 structures with the same formula, charge and spin is 59.4 kcal/mol.

Computed, not measured: a structure of composition H2OSn, with ωB97M-V with the def2-TZVPD basis set.

XYZ file:
```
4
Properties=species:S:1:pos:R:3:forces:R:3:lowdin_charge:R:1
Sn 0.461545 -2.145354 0.887133 -0.4 1.2 -0.1 1.936
O -0.023674 0.572113 0.046542 0.5 -1.8 0.0 -0.113
H -0.770325 1.183545 -0.095743 -0.1 -0.2 0.2 0.114
H 0.332452 0.389695 -0.837931 0.0 0.7 -0.1 0.063
```
Positions in Å, forces in eV/Å.

The value obtained for the total energy is -289.91707 Eh. As for the HOMO energy: -22.19 eV. The HOMO-LUMO gap comes out at 0.310 hartree. As for the LUMO energy: -13.7 eV. As for the charge: +2. The value obtained for the energy above the lowest of the compared OMol25 structures with the same formula, charge and spin is 23.7 kcal/mol.